1.
Molecular formula: C4H5NO2
Method: DFT, ωB97M-V/def2-TZVPD

The geometry in XYZ format:
```
12
Properties=species:S:1:pos:R:3:forces:R:3
O 2.306300 -0.661487 -0.872739 -0.629 -0.010 0.126
O 0.307103 -1.781303 -0.550146 0.093 -0.058 -0.076
N 0.434236 1.266594 1.034735 0.123 0.061 -0.096
C 0.163759 0.235446 0.106995 0.052 -0.023 0.033
C 1.158620 -0.691175 -0.552366 0.623 0.110 -0.169
C -0.663413 -1.023283 0.207857 -0.263 -0.044 0.216
C -1.164362 0.092170 -0.623160 -0.124 0.023 -0.105
H 1.358907 1.146212 1.436322 -0.162 0.028 0.057
H -1.130084 -1.490652 1.064165 0.072 0.033 -0.142
H 0.400168 2.180768 0.598642 0.018 -0.088 0.010
H -1.191918 -0.001759 -1.706111 0.013 -0.034 0.181
H -1.971333 0.669593 -0.178534 0.182 0.001 -0.036
```
Positions in Å, forces in eV/Å.

Computed properties:
HOMO-LUMO gap	0.3862	Eh
LUMO	0.903	eV
strongest force on any atom	0.7	eV Å⁻¹
energy above the lowest of the compared OMol25 structures with the same formula, charge and spin	1.863	eV
HOMO level	-9.606	eV

Results of the natural (NBO) charge analysis, in e, for atoms 1 through 8: -0.537, -0.493, -0.806, -0.031, 0.769, 0.069, -0.415, 0.379

=====

2.
Molecular formula: C10H14ClNO
Method: DFT, ωB97M-V/def2-TZVPD

The geometry in XYZ format:
```
27
Properties=species:S:1:pos:R:3:forces:R:3
Cl -2.614316 -0.449177 1.703394 0.686 -0.160 -1.175
O -2.117047 -2.333708 -1.774182 -1.109 1.356 0.694
N -2.794531 -1.499884 -1.322233 2.069 -0.569 0.662
C 0.925419 -1.702419 0.269005 -0.690 0.543 -0.908
C -1.696933 1.015036 -0.577371 -0.038 -1.912 0.046
C 1.351100 -2.751261 -0.801322 -1.617 1.961 -0.674
C -0.298836 -0.855516 0.151792 -1.509 -0.142 -0.896
C 0.895907 1.215659 -0.687020 0.687 -0.631 2.579
C -2.861942 1.924697 -0.199434 0.870 1.055 -2.485
C 0.763043 -0.276117 -0.321183 0.374 0.716 0.712
C 1.496191 -1.905833 1.659427 3.312 -1.137 0.248
C -0.429026 1.725821 -0.121930 0.345 1.630 1.037
C -1.685212 -0.366533 0.129154 -0.737 -0.647 -0.383
H -0.278655 1.580118 1.023890 -0.689 0.413 -1.792
H 1.112942 1.310290 -1.720772 -0.109 0.399 -1.067
H 0.979282 -3.717496 -0.567128 -0.023 -1.073 0.379
H -1.610103 0.710839 -1.680025 -0.297 0.854 1.216
H 1.959094 -2.960208 1.676617 -0.591 1.362 0.074
H 0.919768 -2.499627 -1.864287 1.137 -0.186 2.085
H -2.742174 2.804796 -0.919963 -0.544 -0.896 1.071
H 0.872675 -1.885156 2.580234 0.055 0.561 -1.025
H 1.689940 1.788780 -0.088089 -0.665 -1.192 -0.990
H -2.627541 2.260042 0.773912 -0.120 0.581 1.180
H 2.416764 -2.659866 -0.706810 0.701 -0.595 -0.721
H 2.443582 -1.215062 1.744799 -1.864 -1.120 0.293
H -0.613678 2.818552 -0.282772 0.563 -0.690 0.010
H -3.875023 1.564963 -0.235209 -0.200 -0.482 -0.170
```
Positions in Å, forces in eV/Å.

Computed properties:
HOMO-LUMO gap (alpha / beta)	0.2801 / 0.2899	Eh
LUMO (alpha / beta)	-0.025 / -0.209	eV
strongest force on any atom	3.5	eV Å⁻¹
energy above the lowest of the compared OMol25 structures with the same formula, charge and spin	6.184	eV
HOMO level (alpha / beta)	-7.647 / -8.097	eV

Results of the natural (NBO) charge analysis, in e, for atoms 1 through 8: -0.066, -0.210, 0.253, 0.011, -0.292, -0.612, -0.166, -0.438